[1]
Molecular formula: C15H25N5O10P3RuS
Method: DFT, wB97M-V/def2-TZVPD

The value obtained for the energy above the lowest of the compared OMol25 structures with the same formula, charge and spin is 23.11 kcal/mol. The multiplicity is 6. The HOMO energy (alpha / beta) comes out at -6.84 / -7.61 eV.

Last column: Löwdin charge in e.
Geometry (Å):
1 Ru 1.4342 -0.7896 -0.3479  0.910
2 O 3.0889 -0.0477 1.1762  -0.109
3 C 2.8976 0.1295 2.3711  -0.208
4 C 1.8813 0.9729 2.9648  -0.117
5 C 1.9446 1.1600 4.3440  0.042
6 C 1.0492 1.9921 4.9697  -0.167
7 C 0.0607 2.6643 4.2374  -0.003
8 C -0.0257 2.4869 2.8864  0.001
9 C 0.8732 1.6267 2.1798  -0.351
10 O 0.7725 1.4477 0.9250  -0.212
11 N 1.1264 2.1785 6.4104  -0.368
12 O 2.0485 1.6516 7.0084  0.054
13 O 0.3378 2.9533 6.9255  0.052
14 H 3.5671 -0.3664 3.0967  0.132
15 H 2.7026 0.6554 4.9293  0.126
16 H -0.6255 3.3134 4.7626  0.116
17 H -0.7932 2.9956 2.3165  0.101
18 N -1.7711 -3.8425 -0.1217  0.160
19 C -0.2721 -4.0287 0.0738  -0.510
20 C 0.0259 -5.4574 0.4859  -0.080
21 P 0.1276 -2.7418 1.3475  0.245
22 O -0.4790 -3.4487 2.6719  -0.138
23 O 1.6010 -2.5262 1.4683  -0.333
24 O -0.7413 -1.5787 0.9841  -0.354
25 P 0.3406 -3.6275 -1.6441  0.245
26 O 1.9222 -3.5517 -1.4095  -0.182
27 O -0.0385 -4.7558 -2.5247  -0.302
28 O -0.1978 -2.2322 -1.8391  -0.403
29 H -2.2781 -3.8843 0.7632  0.154
30 H -2.1285 -4.5392 -0.7785  0.159
31 H -1.8688 -2.8965 -0.5189  0.123
32 H -0.5579 -5.7579 1.3582  0.078
33 H 1.0803 -5.5227 0.7557  0.094
34 H -0.1547 -6.1449 -0.3418  0.079
35 H 0.2167 -3.6851 3.2955  0.084
36 H 2.4057 -4.2441 -1.8724  0.092
37 S 2.6885 -0.3005 -2.1218  0.001
38 C -0.1618 2.6520 -4.0138  -0.112
39 N -1.1753 1.5081 -3.8866  -0.076
40 C -2.4723 2.0643 -3.3072  -0.127
41 N -2.2421 2.7305 -2.0742  -0.145
42 C -1.2761 3.8094 -2.2762  -0.162
43 N 0.0026 3.3267 -2.7788  -0.144
44 C 0.7120 2.5171 -1.7741  -0.297
45 P -0.2106 0.9887 -1.2782  0.939
46 C -0.6396 0.4165 -3.0020  -0.286
47 C -1.8455 1.8229 -0.9790  -0.263
48 H -0.5571 3.3211 -4.7806  0.140
49 H 0.7725 2.1970 -4.3405  0.146
50 H -1.3583 1.1328 -4.8170  0.177
51 H -3.1471 1.2177 -3.1856  0.140
52 H -2.8696 2.7605 -4.0481  0.139
53 H -1.1121 4.3197 -1.3291  0.138
54 H -1.6973 4.5187 -2.9932  0.133
55 H 0.8547 3.1197 -0.8789  0.094
56 H 1.6926 2.2234 -2.1469  0.040
57 H -1.3893 -0.3728 -2.9490  0.086
58 H 0.2601 -0.0028 -3.4533  0.047
59 H -1.7765 2.4001 -0.0576  0.087
60 H -2.6246 1.0711 -0.8376  0.098

---

[2]
Molecular formula: C15H25NO2
Method: DFT, wB97M-V/def2-TZVPD

The value obtained for the energy above the lowest of the compared OMol25 structures with the same formula, charge and spin is 382.81 kcal/mol. The HOMO energy comes out at -7.93 eV.

Last column: Löwdin charge in e.
Geometry (Å):
1 C -3.6911 2.1690 1.5727  -0.167
2 C -2.7950 3.0911 1.1705  -0.217
3 N -1.2868 2.8570 1.8303  -0.204
4 C -1.1333 3.4092 3.1728  -0.223
5 C -1.8069 2.7177 4.6016  -0.043
6 C -0.6704 1.5823 1.6214  -0.318
7 C -0.5087 1.0619 0.3062  -0.282
8 C 0.2701 -0.0978 0.1812  -0.211
9 C 0.7443 -0.5921 -1.1400  -0.407
10 O 1.1797 -1.6486 -1.4035  -0.001
11 C 1.8145 -2.2114 -2.3927  -0.182
12 C 1.4006 -1.6700 -3.7133  0.065
13 C 2.0599 -2.0972 -4.9600  -0.144
14 C 2.6110 -3.1960 -4.9894  -0.194
15 C 2.9718 -3.8989 -3.7434  0.092
16 C 2.4212 -3.4390 -2.3158  -0.226
17 O 2.9597 -4.1356 -1.3630  -0.066
18 C 2.3885 -3.8954 -0.1059  -0.031
19 H -4.0081 2.0582 2.6896  0.121
20 H -3.5664 1.1546 1.2843  0.058
21 H -4.6999 2.4917 1.0775  0.126
22 H -2.6322 4.0968 1.5855  0.105
23 H -2.3623 3.1098 0.1193  0.134
24 H 0.1241 3.2612 3.4909  0.149
25 H -1.3303 4.6407 3.1642  0.144
26 H -1.8594 1.6045 4.4851  0.080
27 H -2.7418 3.0898 4.3347  0.006
28 H -1.5195 3.1877 5.3737  -0.031
29 H 0.0489 1.3278 2.3635  0.105
30 H -1.5298 0.7341 2.0553  0.158
31 H -1.4821 1.0037 -0.3023  0.156
32 H 0.1363 2.0031 -0.0391  0.179
33 H -0.2362 -0.8781 0.6125  0.098
34 H 1.2490 -0.1444 0.8403  0.177
35 H 1.2276 0.1629 -1.6946  0.124
36 H -0.1941 -0.5410 -1.9118  0.169
37 H 0.9713 -0.7404 -3.5724  0.053
38 H 1.6427 -1.5443 -5.9579  0.163
39 H 2.9554 -3.7329 -5.7341  0.052
40 H 3.3326 -5.1062 -3.5000  0.173
41 H 3.0534 -4.6308 0.5633  0.152
42 H 2.9514 -2.8780 0.3185  0.155
43 H 1.5407 -3.7371 0.0241  -0.046

---

[3]
Molecular formula: C15H25NO3
Method: DFT, wB97M-V/def2-TZVPD

The value obtained for the energy above the lowest of the compared OMol25 structures with the same formula, charge and spin is 69.83 kcal/mol. The HOMO energy comes out at -8.33 eV.

Last column: Löwdin charge in e.
Geometry (Å):
1 C 0.8530 -1.1913 3.6969  -0.063
2 C 1.7171 -2.0046 2.7372  -0.243
3 O 1.0391 -3.1292 2.2163  -0.045
4 C 0.1083 -2.9696 1.2373  -0.264
5 C -0.5865 -4.1277 0.8750  -0.018
6 C -1.5363 -4.0769 -0.1193  -0.078
7 C -1.8247 -2.8917 -0.7805  -0.035
8 C -1.1359 -1.7405 -0.4280  -0.258
9 O -1.3130 -0.5152 -0.9972  -0.065
10 C -2.2578 -0.3733 -2.0405  -0.205
11 C -2.2523 1.0794 -2.5096  -0.153
12 C -0.9792 1.4480 -3.2947  -0.232
13 N 0.2662 1.3888 -2.5625  -0.076
14 C 0.4214 2.4027 -1.5352  -0.238
15 C 1.7871 2.2577 -0.8692  -0.167
16 C 2.0181 3.3313 0.1982  -0.237
17 O 1.0267 3.3942 1.1983  -0.193
18 C 0.9692 2.2709 2.0398  -0.117
19 C -0.1719 -1.7826 0.5810  0.055
20 H 0.5175 -1.8249 4.5140  0.079
21 H 1.4298 -0.3648 4.1026  0.074
22 H -0.0224 -0.7946 3.1892  0.066
23 H 2.1023 -1.3731 1.9270  0.113
24 H 2.5700 -2.4286 3.2749  0.124
25 H -0.3579 -5.0466 1.3895  0.114
26 H -2.0707 -4.9743 -0.3928  0.106
27 H -2.5761 -2.8828 -1.5530  0.100
28 H -3.2584 -0.6416 -1.6732  0.129
29 H -2.0000 -1.0392 -2.8765  0.132
30 H -2.3514 1.7283 -1.6388  0.108
31 H -3.1191 1.2358 -3.1531  0.113
32 H -0.8841 0.7682 -4.1482  0.114
33 H -1.0882 2.4651 -3.6835  0.113
34 H 0.3581 0.4710 -2.1369  0.099
35 H 0.3529 3.3823 -2.0194  0.126
36 H -0.3565 2.3568 -0.7573  0.112
37 H 2.5702 2.3424 -1.6232  0.118
38 H 1.8654 1.2639 -0.4226  0.101
39 H 3.0055 3.1745 0.6623  0.120
40 H 2.0018 4.3210 -0.2650  0.124
41 H 1.9623 2.0153 2.4310  0.091
42 H 0.3139 2.5392 2.8671  0.093
43 H 0.5522 1.3969 1.5278  0.066
44 H 0.3342 -0.8601 0.8150  0.096

---

[4]
Molecular formula: C15H26BF2N5O7
Method: DFT, wB97M-V/def2-TZVPD

The HOMO energy comes out at -9.90 eV.

Last column: Löwdin charge in e.
Geometry (Å):
1 C 0.4942 -2.9225 -2.0380  -0.150
2 O 1.7009 -2.3774 -2.6850  -0.263
3 C 2.8972 -3.1747 -2.3730  -0.220
4 C 4.1039 -2.3551 -1.6229  -0.193
5 C 3.6133 -1.5402 -0.2576  -0.188
6 C 2.9778 -0.1191 -0.7734  -0.233
7 C 3.4566 1.2030 0.0696  -0.216
8 C 2.2855 2.3415 0.2287  -0.207
9 C 1.5054 2.7244 -1.1621  -0.220
10 C -0.1121 2.8298 -0.9065  -0.215
11 C -0.8908 2.8952 -2.3477  -0.214
12 C -1.4935 1.4663 -2.8795  -0.119
13 C -2.3294 0.6179 -1.7514  -0.030
14 N -1.5447 -0.5441 -1.1653  0.174
15 C -2.5648 -1.0470 -0.1628  -0.180
16 N -2.4584 -2.0969 0.7477  0.137
17 N -3.8641 -0.2157 -0.1988  0.158
18 N -3.7074 0.7934 -1.1526  -0.113
19 O -4.5917 1.7563 -1.4666  -0.026
20 N -4.1968 2.8602 -0.7588  0.041
21 O -4.6558 2.8317 0.3744  0.120
22 H -0.4245 -2.5847 -2.7160  0.093
23 H 0.4620 -4.0907 -1.9581  0.097
24 H 0.3206 -2.4342 -0.9744  0.077
25 H 3.3068 -3.5828 -3.4139  0.136
26 H 2.6242 -4.0883 -1.6796  0.125
27 H 4.7413 -1.6614 -2.3480  0.120
28 H 4.8691 -3.1770 -1.2292  0.115
29 H 2.7918 -2.2043 0.2459  0.111
30 H 4.5165 -1.3207 0.4784  0.117
31 H 1.7965 -0.2292 -0.7328  0.108
32 H 3.2430 0.0238 -1.9144  0.108
33 H 3.7141 0.8256 1.1705  0.115
34 H 4.4779 1.6180 -0.3634  0.119
35 H 1.4933 1.9650 1.0145  0.118
36 H 2.8167 3.3392 0.5984  0.119
37 H 1.8716 3.8052 -1.4858  0.121
38 H 1.7183 2.0098 -2.0656  0.106
39 H -0.4736 1.9861 -0.1807  0.102
40 H -0.3332 3.8592 -0.3580  0.127
41 H -1.7339 3.7359 -2.3688  0.115
42 H -0.0746 3.2378 -3.1489  0.128
43 H -0.5868 0.7859 -3.2539  0.140
44 H -2.1393 1.6639 -3.8639  0.136
45 H -2.5976 -1.8303 1.7580  0.104
46 H -2.3286 -3.0738 0.3995  0.139
47 H -4.7197 -0.3905 0.4008  0.203
48 B -2.0850 -0.2464 6.7413  -0.959
49 O -2.7989 -1.3711 6.1273  0.240
50 C -2.7054 -1.2217 4.7990  -0.394
51 O -3.1938 -1.9913 3.9876  0.097
52 C -1.9532 -0.0350 4.4948  -0.404
53 O -1.6890 0.3829 3.3791  0.098
54 O -1.5723 0.5641 5.6313  0.236
55 F -0.9827 -0.7367 7.5541  0.073
56 F -2.9969 0.5407 7.5567  0.073

---

[5]
Molecular formula: C15H26BIN4O2
Method: DFT, wB97M-V/def2-TZVPD

The HOMO energy comes out at -5.05 eV.

Last column: Löwdin charge in e.
Geometry (Å):
1 C 0.3293 4.6535 -0.4237  0.166
2 C 0.1711 3.4425 -0.3027  -0.082
3 N 0.5093 2.0628 -0.1040  0.086
4 C 1.3436 1.2806 -0.9623  -0.165
5 O 1.9952 1.5820 -2.1575  -0.051
6 C 1.0848 1.9666 -3.2234  -0.184
7 C -0.3298 1.2536 -3.2091  -0.210
8 C -0.2498 -0.3514 -3.3707  -0.093
9 C 1.4880 -0.0832 -0.3895  -0.035
10 C 2.3797 -1.1924 -1.0487  -0.103
11 C 1.5927 -2.4609 -1.5822  -0.175
12 C 2.3708 -3.5245 -2.0440  -0.019
13 N 0.6925 -0.0832 0.8139  0.201
14 B 0.5156 -1.2562 1.7572  -0.666
15 O 1.2602 -1.2145 2.9814  -0.400
16 N -0.4172 -2.3498 1.4154  -0.108
17 C -1.8403 -1.9519 1.6768  -0.095
18 C -0.1773 -3.5186 2.3479  -0.081
19 C 0.1191 1.1931 0.9674  -0.148
20 N -0.7319 1.6834 2.0251  0.051
21 C -2.1369 1.8610 1.5550  -0.244
22 C -3.1381 2.3034 2.7339  -0.076
23 H 0.4918 5.7632 -0.5167  0.080
24 H 0.9452 3.0955 -3.3217  0.125
25 H 1.5932 1.6502 -4.1988  0.139
26 H -0.8720 1.6113 -4.1527  0.117
27 H -1.0060 1.5693 -2.3486  0.103
28 H -0.8666 -0.6774 -4.2679  0.081
29 H 0.8308 -0.6501 -3.5621  0.079
30 H -0.6736 -0.8525 -2.4493  0.066
31 H 2.8789 -0.7080 -1.9563  0.129
32 H 3.2089 -1.5548 -0.3738  0.129
33 H 0.4750 -2.5589 -1.6557  0.094
34 H 3.4207 -3.3243 -2.4401  0.074
35 H 2.0438 -4.6011 -2.0238  0.063
36 H 2.0026 -0.5744 2.8865  0.009
37 H -1.9818 -1.6308 2.7678  0.111
38 H -2.5811 -2.7810 1.4395  0.097
39 H -2.0743 -1.0665 1.0024  0.065
40 H -0.3450 -3.1530 3.4100  0.094
41 H 0.9036 -3.8363 2.1630  0.104
42 H -0.9200 -4.3253 2.0730  0.092
43 H -0.3536 2.6202 2.2520  0.135
44 H -2.1859 2.7115 0.7871  0.100
45 H -2.5176 0.9398 1.0067  0.105
46 H -3.9016 2.9828 2.2466  0.072
47 H -3.6956 1.4205 3.1761  0.079
48 H -2.6185 2.8926 3.5462  0.084
49 I 0.9683 -0.2585 5.0544  0.007

---

[6]
Molecular formula: C15H26Cl2O2SiV
Method: DFT, wB97M-V/def2-TZVPD

The multiplicity is 2. The HOMO energy (alpha / beta) comes out at -0.95 / -0.42 eV. The net charge is -2.

Last column: Löwdin charge in e.
Geometry (Å):
1 C -0.5093 0.9422 -2.7510  -0.300
2 C -1.3648 -0.0016 -2.0995  -0.328
3 C -0.6049 -1.1486 -1.7654  -0.298
4 C -2.8232 0.0759 -2.0562  -0.056
5 C 0.7457 -0.9499 -2.1521  -0.264
6 C 0.8424 0.4011 -2.7009  -0.322
7 C 2.0324 1.2160 -2.7766  -0.138
8 C -0.9274 2.2799 -3.2292  -0.082
9 C -1.1612 -2.4240 -1.3231  -0.043
10 C 1.8627 -1.9162 -2.0349  -0.068
11 V 0.2986 0.7552 -0.6208  0.517
12 Cl -3.2444 -1.5360 2.0620  -0.442
13 Cl -1.2237 2.3125 0.1566  0.080
14 O 2.6033 -1.0340 0.9578  -0.014
15 H -3.2075 1.0890 -1.9040  0.062
16 H -3.2403 -0.5440 -1.2593  0.072
17 H -3.1987 -0.2922 -3.0231  0.084
18 H -1.8630 -2.3127 -0.4909  0.041
19 H -0.3937 -3.1517 -1.0243  0.076
20 H -1.7035 -2.8215 -2.1950  0.085
21 H 1.7482 -2.4825 -1.1242  0.060
22 H 2.8559 -1.4588 -2.0563  0.069
23 H 1.8470 -2.6579 -2.8320  0.071
24 H 2.9904 0.7168 -2.7744  0.030
25 H 2.0701 1.7267 -1.4684  0.031
26 H 1.9903 2.1440 -3.3431  0.038
27 H -1.7705 2.6270 -2.6275  0.040
28 H -1.2457 2.3177 -4.2791  0.069
29 H -0.1215 3.0146 -3.1238  0.069
30 H 3.1256 -1.0772 0.1066  0.107
31 O 1.7075 1.9098 -0.3445  -0.307
32 H 1.3489 2.7517 -0.0402  0.013
33 C 1.4243 -0.7159 4.1906  -0.214
34 Si -0.0637 -0.1064 3.2295  0.447
35 C -1.5313 -0.9460 4.1096  -0.372
36 C -0.1583 1.7501 3.5343  -0.219
37 C 0.2390 -0.3640 1.3843  -0.182
38 C 1.3480 -0.6513 0.7714  -0.397
39 H 1.3242 -0.4613 5.2496  0.012
40 H 2.3578 -0.2770 3.8354  0.015
41 H 1.5230 -1.7999 4.1218  0.021
42 H -1.3432 -1.0225 5.1822  -0.001
43 H -2.4379 -0.3318 3.9764  -0.044
44 H -1.6257 -1.9707 3.7151  -0.053
45 H 0.6555 2.2958 3.0332  0.018
46 H -1.1129 2.1705 3.1920  0.005
47 H -0.0646 1.9590 4.6115  0.011